No. 1
Entry from the Open Molecules 2025 dataset: a 3-piece molecular cluster, C4H9N overall (ωB97M-V with the def2-TZVPD basis set).

CARTESIAN COORDINATES (ANGSTROEM)
C  -0.648  -1.012  0.455
C  1.058  1.538  0.481
C  -0.203  -1.869  -0.687
C  -0.265  1.272  -0.073
N  -1.330  0.910  -0.422
H  -0.861  2.749  -0.733
H  -1.671  -1.138  0.791
H  0.031  -0.951  1.303
H  0.999  1.583  1.569
H  1.747  0.744  0.192
H  1.400  2.499  0.093
H  0.809  -1.621  -1.020
H  -0.192  -2.933  -0.408
H  -0.876  -1.772  -1.541

Atoms 1-2, force components in eV/Å:
-0.5 -1.3 0.4
0.3 -0.1 0.0

Summary:
HOMO-LUMO gap (alpha / beta) (eV): 8.711 / 7.460
Total charge: 0
LUMO (alpha / beta) (eV): 0.9 / 0.3
DFT total energy (eV): -5777.980
HOMO (alpha / beta) (eV): -7.827 / -7.154
ΔE to the lowest compared entry with this formula, charge and spin (kcal/mol): 134.5

***

No. 2
Entry from the Open Molecules 2025 dataset: a single C4H9N molecule (ωB97M-V with the def2-TZVPD basis set).

CARTESIAN COORDINATES (ANGSTROEM)
C  -1.886  0.264  0.036
C  -0.684  -0.584  -0.318
C  0.602  -0.186  0.390
C  1.605  0.785  -0.175
N  1.816  -0.660  -0.235
H  -2.204  0.087  1.071
H  -2.762  -0.058  -0.537
H  -1.829  1.328  -0.190
H  -0.850  -1.642  0.012
H  -0.555  -0.651  -1.390
H  0.579  -0.385  1.495
H  2.296  1.313  0.537
H  1.303  1.248  -1.127
H  2.570  -0.859  0.430

Atoms 1-2, force components in eV/Å:
-1.2 -0.4 0.0
0.4 -0.7 0.8

Summary:
SMILES: CC[C@@H]1CN1
HOMO-LUMO gap (eV): 10.475
Total charge: 0
LUMO (eV): 1.2
DFT total energy (eV): -5782.708
HOMO (eV): -9.294
ΔE to the lowest compared entry with this formula, charge and spin (kcal/mol): 25.5

***

No. 3
Entry from the Open Molecules 2025 dataset: a 2-piece molecular cluster, C4H9N overall (ωB97M-V with the def2-TZVPD basis set).

CARTESIAN COORDINATES (ANGSTROEM)
C  0.831  0.804  -1.967
C  1.518  0.386  -0.910
C  1.758  -0.999  -0.438
H  0.903  1.800  -2.393
H  0.561  0.024  -2.684
H  1.876  1.167  -0.220
H  0.766  -1.383  -0.134
H  2.379  -1.101  0.456
H  2.311  -1.594  -1.167
C  -2.883  -0.133  1.761
N  -2.083  0.485  2.528
H  -3.260  -1.039  2.212
H  -3.140  0.329  0.801
H  -1.536  1.255  2.155

Atoms 1-2, force components in eV/Å:
1.2 -1.3 -1.1
0.2 1.9 1.1

Summary:
SMILES: C=CC.C=N
HOMO-LUMO gap (eV): 10.740
Total charge: 0
LUMO (eV): 1.0
DFT total energy (eV): -5781.782
HOMO (eV): -9.729
ΔE to the lowest compared entry with this formula, charge and spin (kcal/mol): 46.8

***

No. 4
Entry from the Open Molecules 2025 dataset: a single C4H9N molecule (ωB97M-V with the def2-TZVPD basis set).

CARTESIAN COORDINATES (ANGSTROEM)
C  0.955  0.774  -1.180
C  0.267  0.261  -0.196
C  0.102  1.230  1.341
C  -0.655  -0.688  0.314
N  -0.498  -1.709  -1.062
H  1.011  0.263  -2.128
H  1.537  1.674  -1.033
H  0.156  2.258  0.993
H  -0.767  1.163  1.993
H  0.998  0.959  1.897
H  -1.699  -0.389  0.296
H  -0.315  -1.273  1.169
H  0.263  -2.380  -1.014
H  -1.356  -2.142  -1.391

Atoms 1-2, force components in eV/Å:
0.2 -0.6 -0.3
-1.1 4.7 6.0

Summary:
SMILES: C=C(C)CN
HOMO-LUMO gap (eV): 9.950
Total charge: 0
LUMO (eV): 1.1
DFT total energy (eV): -5780.441
HOMO (eV): -8.894
ΔE to the lowest compared entry with this formula, charge and spin (kcal/mol): 77.7

***

No. 5
Entry from the Open Molecules 2025 dataset: a single C4H9N molecule (ωB97M-V with the def2-TZVPD basis set).

CARTESIAN COORDINATES (ANGSTROEM)
C  -0.312  1.019  0.455
C  0.904  0.127  0.711
C  0.987  -0.636  -0.592
N  -0.433  -1.057  -0.807
C  -1.246  0.065  -0.326
H  -0.735  1.534  1.332
H  -0.055  1.883  -0.192
H  1.757  0.758  1.021
H  0.890  -0.577  1.559
H  1.719  -1.442  -0.673
H  1.090  0.032  -1.439
H  -0.672  -1.902  -0.307
H  -1.865  0.514  -1.096
H  -2.030  -0.316  0.353

Atoms 1-2, force components in eV/Å:
-0.3 0.5 -0.3
1.3 1.0 0.8

Summary:
SMILES: C1CCNC1
HOMO-LUMO gap (eV): 9.886
Total charge: 0
LUMO (eV): 1.2
DFT total energy (eV): -5783.403
HOMO (eV): -8.711
ΔE to the lowest compared entry with this formula, charge and spin (kcal/mol): 9.4

***

No. 6
Entry from the Open Molecules 2025 dataset: a single C4H9N molecule (ωB97M-V with the def2-TZVPD basis set).

CARTESIAN COORDINATES (ANGSTROEM)
C  1.667  -0.097  0.175
C  0.377  0.030  -0.648
C  -0.761  0.949  -0.127
C  -1.495  -0.295  0.248
N  -0.525  -1.136  -0.458
H  1.510  -0.032  1.266
H  2.311  0.818  0.018
H  2.245  -0.968  -0.005
H  0.586  0.199  -1.737
H  -0.450  1.656  0.653
H  -1.313  1.536  -0.853
H  -2.536  -0.306  -0.191
H  -1.503  -0.547  1.357
H  -0.113  -1.806  0.301

Atoms 1-2, force components in eV/Å:
-0.1 2.9 0.5
0.3 -0.2 -0.8

Summary:
SMILES: C[C@@H]1CCN1
HOMO-LUMO gap (eV): 9.976
Total charge: 0
LUMO (eV): 1.2
DFT total energy (eV): -5782.611
HOMO (eV): -8.826
ΔE to the lowest compared entry with this formula, charge and spin (kcal/mol): 27.7

***

No. 7
Entry from the Open Molecules 2025 dataset: a single C4H9N molecule (ωB97M-V with the def2-TZVPD basis set).

CARTESIAN COORDINATES (ANGSTROEM)
C  0.359  0.969  -1.594
C  0.478  -0.109  -0.543
C  1.072  0.109  0.812
N  -0.354  0.117  0.607
C  -1.312  -0.834  1.114
H  1.290  1.153  -2.140
H  -0.427  0.700  -2.310
H  0.045  1.893  -1.096
H  0.594  -1.134  -0.914
H  1.513  1.073  1.077
H  1.566  -0.757  1.265
H  -0.927  -1.820  1.428
H  -1.832  -0.370  1.959
H  -2.064  -0.990  0.335

Atoms 1-2, force components in eV/Å:
0.0 0.0 0.0
0.0 0.0 -0.2

Summary:
SMILES: C[C@H]1CN1C
HOMO-LUMO gap (eV): 10.094
Total charge: 0
LUMO (eV): 1.2
DFT total energy (eV): -5782.632
HOMO (eV): -8.855
ΔE to the lowest compared entry with this formula, charge and spin (kcal/mol): 27.2

***

No. 8
Entry from the Open Molecules 2025 dataset: C4H9N as an isolated structure (ωB97M-V with the def2-TZVPD basis set).

CARTESIAN COORDINATES (ANGSTROEM)
C  -1.728  0.053  -0.126
C  0.564  1.139  0.008
C  1.620  -0.081  -0.124
C  0.501  -1.012  -0.038
H  -2.585  -0.618  -0.498
H  -2.138  -0.238  1.046
H  -2.077  1.177  -0.374
H  0.441  1.425  1.084
H  0.836  2.005  -0.745
H  2.354  -0.267  -1.068
H  2.174  -0.139  0.797
H  0.112  -1.305  0.830
H  0.189  -2.104  -0.385
N  -0.262  -0.034  -0.407

Atoms 1-2, force components in eV/Å:
-2.5 1.2 2.2
2.1 -2.0 -2.1

Summary:
HOMO-LUMO gap (eV): 9.109
Total charge: 0
LUMO (eV): 1.1
DFT total energy (eV): -5778.796
HOMO (eV): -7.993
ΔE to the lowest compared entry with this formula, charge and spin (kcal/mol): 115.7

***

No. 9
Entry from the Open Molecules 2025 dataset: an isolated ion of composition C4H9N and charge +1 (ωB97M-V with the def2-TZVPD basis set).

CARTESIAN COORDINATES (ANGSTROEM)
C  1.375  1.052  -1.073
C  -0.001  0.447  -1.194
C  -0.562  0.175  0.145
C  -0.662  -1.089  0.764
N  -1.043  -1.460  2.076
H  1.756  1.571  -1.894
H  2.285  0.419  -0.614
H  1.276  1.916  -0.464
H  -0.596  1.245  -1.726
H  -0.140  -0.442  -1.667
H  -0.738  1.085  0.726
H  -0.148  -1.991  0.281
H  -1.558  -2.308  2.047
H  -1.242  -0.621  2.593

Atoms 1-2, force components in eV/Å:
2.6 -1.4 2.4
-1.1 1.8 0.6

Summary:
Multiplicity: 2
HOMO-LUMO gap (alpha / beta) (eV): 10.985 / 8.657
Total charge: +1
LUMO (alpha / beta) (eV): -4.2 / -7.8
DFT total energy (eV): -5774.429
HOMO (alpha / beta) (eV): -15.158 / -16.423
ΔE to the lowest compared entry with this formula, charge and spin (kcal/mol): 46.3

***

No. 10
Entry from the Open Molecules 2025 dataset: a 2-piece molecular cluster, C4H9N overall (ωB97M-V with the def2-TZVPD basis set).

CARTESIAN COORDINATES (ANGSTROEM)
C  -1.720  -0.102  -0.931
C  -3.013  0.025  -0.705
H  -1.349  -0.941  -1.504
H  -1.015  0.603  -0.503
H  -3.752  -0.657  -1.108
H  -3.397  0.763  -0.013
C  1.426  -0.438  -0.523
C  2.111  -0.093  0.676
N  1.752  0.651  1.671
H  0.581  -1.107  -0.439
H  2.024  -0.298  -1.412
H  3.152  -0.419  0.745
H  2.433  1.188  2.194
H  0.768  0.828  1.852

Atoms 1-2, force components in eV/Å:
-0.1 -0.2 0.1
-0.4 -0.1 0.5

Summary:
Multiplicity: 2
HOMO-LUMO gap (alpha / beta) (eV): 8.221 / 6.703
Total charge: +1
LUMO (alpha / beta) (eV): -5.3 / -6.8
DFT total energy (eV): -5773.603
HOMO (alpha / beta) (eV): -13.487 / -13.482
ΔE to the lowest compared entry with this formula, charge and spin (kcal/mol): 65.4

***

No. 11
Entry from the Open Molecules 2025 dataset: a 2-piece molecular cluster, C4H9N2 overall (ωB97M-V with the def2-TZVPD basis set).

CARTESIAN COORDINATES (ANGSTROEM)
C  0.508  1.750  3.032
N  0.081  1.009  2.101
H  1.333  2.434  2.854
H  0.138  1.701  4.056
H  -0.713  0.448  2.409
C  0.074  -1.402  -1.640
C  -0.828  -2.169  -2.238
C  0.546  0.732  -0.642
N  -0.175  -0.036  -1.379
H  0.985  -1.811  -1.225
H  -1.726  -1.764  -2.692
H  -0.670  -3.233  -2.329
H  0.137  1.717  -0.462
H  1.300  0.283  -0.009
H  -0.989  0.340  -1.838

Atoms 1-2, force components in eV/Å:
0.2 -0.3 0.3
-0.3 0.2 -0.3

Summary:
HOMO-LUMO gap (eV): 9.112
Total charge: +1
LUMO (eV): -4.9
DFT total energy (eV): -7265.394
HOMO (eV): -14.059
ΔE to the lowest compared entry with this formula, charge and spin (kcal/mol): 63.4

***

No. 12
Entry from the Open Molecules 2025 dataset: an isolated ion of composition C4H9N2 and charge +1 (ωB97M-V with the def2-TZVPD basis set).

CARTESIAN COORDINATES (ANGSTROEM)
C  2.194  -0.083  -0.593
C  1.135  -0.392  0.557
C  -0.395  -0.955  0.470
N  -1.010  -1.091  -0.856
N  -1.404  -0.167  -0.174
C  -2.225  0.974  -0.128
H  2.581  -1.010  -0.922
H  2.979  0.715  -0.278
H  1.713  0.439  -1.528
H  1.591  -1.059  1.336
H  1.077  0.621  1.112
H  -0.687  -1.634  1.169
H  -1.793  1.936  0.154
H  -2.893  0.676  0.728
H  -2.863  1.029  -1.049

Atoms 1-2, force components in eV/Å:
-1.9 2.2 -0.9
-0.4 1.4 2.0

Summary:
SMILES: CC[C@@H]1N=[N+]1C
HOMO-LUMO gap (eV): 10.063
Total charge: +1
LUMO (eV): -6.0
DFT total energy (eV): -7262.905
HOMO (eV): -16.017
ΔE to the lowest compared entry with this formula, charge and spin (kcal/mol): 120.8